ORCA calculation (wB97M-V/def2-TZVPD) on a structure of composition C24H51AuN3OPS in a non-equilibrium geometry.

The geometry in XYZ format:
```
82
Properties=species:S:1:pos:R:3
Au 0.8565 0.7121 -0.1596
C -3.0274 -4.2430 -2.4813
C -2.0235 -4.7224 -1.4304
C -1.7297 -3.6713 -0.3637
S -0.6158 -2.2874 -0.8879
O -0.9924 -1.9255 -2.2699
C 0.9408 -3.3126 -1.0251
C 1.4305 -3.3738 -2.4649
C 2.1126 -2.0842 -2.9161
H -3.1838 -5.0086 -3.2427
H -2.6670 -3.3387 -2.9616
H -3.9905 -4.0209 -2.0164
H -1.0941 -5.0231 -1.9227
H -2.4244 -5.6108 -0.9348
H -1.2451 -4.0975 0.5178
H -2.6533 -3.1814 -0.0486
H 0.7382 -4.3071 -0.6280
H 1.6636 -2.8165 -0.3734
H 0.5718 -3.5582 -3.1132
H 2.1196 -4.2154 -2.5739
H 1.4256 -1.2441 -2.8184
H 2.4130 -2.1600 -3.9619
H 2.9997 -1.8773 -2.3118
N 2.7105 0.1721 -0.2224
C 3.8484 -0.0069 -0.2800
N 5.1391 -0.1878 -0.3748
C 5.8290 -1.3296 0.2215
C 6.7226 -2.0003 -0.8185
C 7.6599 -0.9746 -1.4591
C 6.8421 0.1557 -2.0851
C 5.9898 0.8212 -1.0109
H 5.0900 -2.0293 0.6081
H 6.4416 -0.9746 1.0580
H 6.0980 -2.4575 -1.5899
H 7.2956 -2.7950 -0.3380
H 8.2772 -1.4571 -2.2178
H 8.3276 -0.5601 -0.6974
H 6.1873 -0.2492 -2.8607
H 7.4925 0.8991 -2.5485
H 5.3569 1.6004 -1.4311
H 6.6378 1.2690 -0.2493
C -4.9177 1.8941 1.0005
C -3.6993 1.7542 0.0871
C -3.7326 2.8951 -0.9408
C -3.7941 0.4417 -0.7142
P -1.9609 1.8255 0.8943
N -0.9797 1.3366 -0.1857
C -2.0800 0.7958 2.5226
C -2.7043 -0.5404 2.0930
C -0.6789 0.4477 3.0412
C -2.9001 1.3945 3.6649
C -1.6468 3.6528 1.4424
C -1.1671 4.4138 0.1937
C -2.7910 4.4107 2.1136
C -0.4492 3.6062 2.4018
H -5.8109 1.9614 0.3721
H -4.8765 2.7938 1.6157
H -5.0507 1.0341 1.6559
H -4.5759 2.7508 -1.6211
H -2.8148 2.8957 -1.5290
H -3.8624 3.8666 -0.4676
H -4.4517 0.5817 -1.5759
H -4.2041 -0.3761 -0.1216
H -2.8095 0.1549 -1.0864
H -2.2865 -0.8475 1.1364
H -3.7876 -0.4758 2.0022
H -2.4787 -1.3132 2.8341
H -0.0792 0.0006 2.2471
H -0.7762 -0.2834 3.8498
H -0.1369 1.3061 3.4300
H -3.8850 1.7215 3.3348
H -2.3916 2.2370 4.1338
H -3.0425 0.6270 4.4321
H -1.9904 4.8086 -0.3962
H -0.5746 3.7487 -0.4371
H -0.5405 5.2599 0.4899
H -3.6163 4.6015 1.4286
H -2.4149 5.3822 2.4496
H -3.1822 3.8859 2.9852
H 0.3329 2.9604 1.9959
H -0.7319 3.2525 3.3927
H -0.0303 4.6094 2.5189
```

Summary:
total energy: -2059.7403 a.u.
orbital gap: 7.21 eV
relative energy (zero: lowest compared OMol25 entry of this formula, charge and spin): 4.80 kJ/mol
HOMO energy: -6.81 eV